(1)
Density functional theory data (the ωB97M-V functional and the def2-TZVPD basis) for a structure of composition C40H39BN11O3RuS.

Atoms and positions in Å:
Ru -0.2562 0.6230 -0.3434
C 2.7508 -1.6879 -2.0788
C 2.0639 -2.1205 -0.8281
C 2.4605 -3.1990 -0.0214
C 1.4910 -3.2887 0.9456
N 0.5800 -2.3253 0.7152
N 0.9402 -1.5801 -0.3625
B -0.7439 -2.0411 1.4511
N -0.5876 -0.7732 2.3144
C -0.4237 -0.6656 3.6326
C -0.3503 0.6740 3.9503
C -0.4762 1.3436 2.7360
C -0.4630 2.8279 2.5973
N -0.6333 0.4599 1.7368
N -1.8658 -1.7770 0.4337
C -2.9975 -2.4809 0.2781
C -3.6411 -2.0079 -0.8400
C -2.8168 -0.9903 -1.3338
C -3.0568 -0.1920 -2.5577
N -1.7501 -0.8504 -0.5473
N -1.1570 -3.2542 2.2813
C -1.1226 -4.5546 1.8953
C -1.9006 -5.2766 2.7629
C -2.4091 -4.3177 3.6646
C -3.3385 -4.5272 4.8161
N -1.9730 -3.1084 3.3589
H 3.6281 -2.3135 -2.2404
H 2.0857 -1.7917 -2.9343
H 3.0703 -0.6517 -2.0519
H 3.3245 -3.8284 -0.1509
H 1.3860 -3.9667 1.7753
H -0.4078 -1.5454 4.2495
H -0.2389 1.1179 4.9242
H -0.2130 3.2617 3.5649
H 0.2789 3.1657 1.8783
H -1.4353 3.2151 2.2887
H -3.2544 -3.2630 0.9725
H -4.5745 -2.3400 -1.2595
H -4.1122 -0.2329 -2.8250
H -2.7614 0.8450 -2.4224
H -2.4794 -0.6042 -3.3829
H -0.5777 -4.8685 1.0213
H -2.0761 -6.3390 2.7541
H -3.3113 -5.5626 5.1533
H -3.0683 -3.8829 5.6514
H -4.3670 -4.2937 4.5364
C 4.9807 3.2882 -0.0188
C 4.5451 2.1249 -0.6424
C 3.1911 1.8660 -0.7595
C 2.2783 2.7793 -0.2652
C 2.6974 3.9520 0.3470
C 4.0585 4.1988 0.4740
N 0.8615 2.4895 -0.3785
N 0.2070 3.5445 -0.5324
C -1.1749 3.3452 -0.5022
C -1.9967 4.4680 -0.5491
C -3.3463 4.2971 -0.3074
C -3.8257 3.0238 0.0036
C -2.9920 1.9156 0.0281
C -1.6304 2.0470 -0.2652
H 6.0407 3.4844 0.0799
H 5.2616 1.4142 -1.0339
H 2.8178 0.9745 -1.2297
H 1.9685 4.6563 0.7228
H 4.3941 5.1077 0.9566
H -1.5645 5.4402 -0.7460
H -4.0214 5.1420 -0.3327
H -4.8766 2.8967 0.2357
H -3.4077 0.9503 0.2868
O -2.0999 0.2617 -8.9047
C -1.2875 -0.5668 -8.2010
O -0.8950 -1.5806 -8.7053
C -0.9299 -0.1331 -6.8195
C 0.2337 -0.6445 -6.2513
C 0.6027 -0.2821 -4.9720
C -0.1876 0.5764 -4.1893
S 0.5072 1.0358 -2.6260
C -1.3353 1.0988 -4.7789
C -1.7007 0.7472 -6.0683
H -2.2383 1.0752 -8.4062
H 0.8424 -1.3254 -6.8315
H 1.5235 -0.6605 -4.5510
H -1.9374 1.8192 -4.2434
H -2.6224 1.1610 -6.4647
O 2.1422 0.3989 1.2805
N 2.6423 0.3196 2.4597
C 2.9013 1.4520 3.1580
C 3.4121 1.3952 4.4351
C 3.6765 0.1686 5.0235
C 3.4353 -0.9775 4.2824
C 2.9278 -0.8859 3.0055
H 2.6755 2.3585 2.6171
H 3.5991 2.3244 4.9553
H 4.0696 0.1069 6.0282
H 3.6405 -1.9609 4.6821
H 2.7168 -1.7195 2.3541

The value obtained for the orbital gap (spin up / spin down) is 7.150 / 6.635 eV. The HOMO energy (spin up / spin down) comes out at -7.66 / -7.67 eV. As for the multiplicity: 2. As for the net charge: 0.

Here are the Löwdin charges for atoms 1 to 2, given in e: atom 1 (Ru): 1.130, atom 2 (C): -0.032

=====

(2)
Density functional theory data (the ωB97M-V functional and the def2-TZVPD basis) for the molecule C6H12O.

Atoms and positions in Å:
C -0.4277 -0.6445 1.9213
C 0.6210 0.4738 1.7263
C 0.9227 0.7012 0.2373
C -0.4271 0.3784 -0.3469
O -1.4117 1.0782 -0.2351
C -0.4181 -0.8707 -1.1229
C -0.1197 0.0773 -2.3701
H -1.2628 -0.4882 1.2347
H -0.8920 -0.6088 2.9046
H -0.0290 -1.6491 1.7420
H 1.5397 0.2715 2.2837
H 0.1956 1.4169 2.0773
H 1.7076 0.0391 -0.1548
H 1.1928 1.7310 -0.0073
H -1.3741 -1.4042 -1.0798
H 0.3671 -1.5956 -0.8665
H -1.0202 0.1590 -2.9713
H 0.7882 -0.1953 -2.8942
H 0.0477 1.1302 -2.0784

The value obtained for the orbital gap is 10.146 eV. The HOMO energy comes out at -9.15 eV. As for the net charge: 0. The structure (SMILES) is CCCC(=O)CC.

Here are the Löwdin charges for atoms 1 to 2, given in e: atom 1 (C): -0.095, atom 2 (C): -0.206

=====

(3)
Density functional theory data (the ωB97M-V functional and the def2-TZVPD basis) for a cluster of 3 separate species, C8H16IO3P in total.

Atoms and positions in Å:
C -1.0551 2.7496 0.9333
C -0.0269 1.9669 1.7400
C -0.7439 1.0595 2.6570
O 0.9340 1.2634 0.8763
P 0.7993 0.4663 -0.5342
O 2.1784 0.0825 -0.8407
H -1.2191 2.1989 0.0533
H -1.9017 2.7933 1.5747
H -0.6769 3.7995 0.8561
H 0.7266 2.5363 2.2993
H -0.1101 1.0219 3.6152
H -1.1103 0.1260 2.3747
H -1.6110 1.6440 3.0697
C 1.0380 -3.5279 -0.3767
C -0.1361 -2.6932 0.0910
C -1.5245 -3.2982 -0.1027
O -0.0556 -1.5271 0.4531
H 1.1855 -4.3524 0.3908
H 1.0319 -3.9735 -1.3703
H 1.9410 -2.9042 -0.2557
H -1.9551 -2.6762 -0.8401
H -2.0598 -3.0746 0.7958
H -1.4602 -4.3072 -0.4070
C -1.0731 -1.5100 -5.1914
C -1.0544 -0.5646 -4.2705
I -2.5702 -0.1380 -2.9266
H -1.9034 -2.1947 -5.3485
H -0.2363 -1.5409 -5.9554
H -0.3382 0.2665 -4.2158

The value obtained for the orbital gap is 9.372 eV. The HOMO energy comes out at -8.90 eV. As for the net charge: 0. The structure (SMILES) is CC(C)OP=O.CC(C)=O.C=CI.

Here are the Löwdin charges for atoms 1 to 2, given in e: atom 1 (C): -0.045, atom 2 (C): -0.456

=====

(4)
Density functional theory data (the ωB97M-V functional and the def2-TZVPD basis) for the molecule C3H6O3S2.

Atoms and positions in Å:
O -2.9653 -0.3906 0.1410
S -1.5187 -0.3711 -0.2847
O -1.0903 -1.1854 -1.4356
C -0.3269 -0.7061 0.8319
C 0.9821 -0.1339 0.2188
O 1.6021 -0.9022 -0.7764
C 0.6539 1.3525 -0.1630
S -1.0978 1.6986 -0.5877
H -0.5404 -0.0019 1.6974
H -0.3773 -1.8279 1.0796
H 1.7736 -0.0944 0.9688
H 0.7469 -1.1873 -1.3433
H 1.1164 1.7853 -1.1077
H 1.0419 1.9644 0.7608

The value obtained for the orbital gap is 9.950 eV. The HOMO energy comes out at -9.93 eV. As for the net charge: 0. The structure (SMILES) is O=S1(=O)C[C@@H](O)CS1.

Here are the Löwdin charges for atoms 1 to 2, given in e: atom 1 (O): -0.381, atom 2 (S): 0.498

=====

(5)
Density functional theory data (the ωB97M-V functional and the def2-TZVPD basis) for a cluster of 2 separate species, BrH2NO3S in total.

Atoms and positions in Å:
N 0.9275 -0.9461 -0.1254
O -0.5634 -2.7792 0.7498
O -1.2457 -1.5370 -1.2811
O -2.0391 0.1873 1.0035
S -0.5861 -1.5679 -0.0087
Br -3.2807 0.1468 -0.1326
H 0.9120 -0.0700 -0.4758
H 1.6372 -1.2124 0.4680

The value obtained for the orbital gap (spin up / spin down) is 6.895 / 6.925 eV. The HOMO energy (spin up / spin down) comes out at -9.25 / -9.27 eV. As for the net charge: 0.

Here are the Löwdin charges for atoms 1 to 2, given in e: atom 1 (N): -0.016, atom 2 (O): -0.280

=====

(6)
Density functional theory data (the ωB97M-V functional and the def2-TZVPD basis) for the molecule C7H8O2S.

Atoms and positions in Å:
C 0.8626 -2.3221 1.2565
C 1.0473 -1.3824 0.5418
C -0.8532 1.1395 0.2260
C 0.4095 0.8915 0.0527
C -1.2788 -1.1593 -1.2107
C 0.9214 -0.4015 -0.4207
C 1.4536 1.9716 0.0255
O -3.2841 0.3042 -0.1142
O -1.8481 -1.2845 1.3117
S -1.9631 -0.2706 0.2503
H 0.8873 -3.1825 1.9307
H -0.9738 2.0772 0.7592
H -1.1015 -0.7320 -2.1958
H -0.8261 -2.1655 -1.1288
H 1.5206 -0.3793 -1.3810
H 0.9776 2.9058 0.1198
H 1.9285 2.0339 -0.9293
H 2.1203 1.9560 0.9062

The value obtained for the orbital gap (spin up / spin down) is 7.852 / 8.039 eV. The HOMO energy (spin up / spin down) comes out at -8.64 / -9.12 eV. As for the net charge: 0.

Here are the Löwdin charges for atoms 1 to 2, given in e: atom 1 (C): 0.144, atom 2 (C): -0.183

=====

These records have energy relative to the best compared isomer or geometry (same formula, charge and spin) values of 62.2, 161.6, 0.0, 103.4, 210.1, 649.5 kJ/mol, in the order they appear.
These records have calculated total energy values of -78741.7883, -8462.6786, -32086.1265, -31019.3784, -88537.8835, -22311.6589 eV, in the order they appear.